[1]
75
Properties=species:S:1:pos:R:3:forces:R:3 method="wB97M-V/def2-TZVPD" gap_ev=10.0 energy_ha=-8035.1800 total_charge=0 mol_weight_da=828.2 homo_ev=-9.6461 smiles="Cc1cccc(CO[P@](=O)(O)O[C@@H](Br)[C@@H](C)Br)c1.CCOC(=O)C(F)(F)F.CCOC(=O)C(F)(F)F.CCOC(=O)C(F)(F)F"
C 1.0341 1.9098 -5.3645 -0.123 -0.375 0.374
C 1.1490 0.7727 -4.3861 0.155 -0.013 0.205
C 0.7638 -0.5259 -4.7206 0.133 0.404 0.174
C 0.8606 -1.5502 -3.7944 0.058 -0.073 0.267
C 1.3473 -1.3068 -2.5141 -0.194 0.386 -0.358
C 1.7294 -0.0155 -2.1621 -0.010 -0.053 -0.099
C 2.2127 0.2715 -0.7735 -0.173 -0.639 -0.049
O 1.1007 0.3857 0.1596 0.565 0.478 -0.521
P 0.4117 1.7791 0.4391 -0.819 -0.271 1.581
O -0.4895 1.6826 1.5772 -0.033 -0.123 0.030
O -0.3727 2.2784 -0.8394 0.583 0.141 -0.248
O 1.6237 2.7957 0.7677 -0.130 0.033 -0.949
C 2.1752 3.6472 -0.2045 0.282 0.223 0.759
Br 1.0673 5.2572 -0.3578 0.015 -0.064 -0.253
C 3.5909 4.0569 0.2385 -0.327 -0.250 0.212
C 4.2650 3.0476 1.1566 0.118 0.218 -0.182
Br 4.6172 4.3948 -1.3769 0.036 0.034 -0.071
C 1.6398 1.0054 -3.1033 -0.122 -0.342 -0.076
H 1.2833 1.5753 -6.3638 0.053 0.097 -0.231
H 1.6823 2.7221 -5.0612 0.174 0.209 -0.123
H 0.0127 2.2793 -5.3600 -0.173 0.118 -0.154
H 0.3967 -0.7035 -5.7190 -0.093 -0.177 -0.129
H 0.5529 -2.5544 -4.0391 -0.056 -0.112 -0.143
H 1.3974 -2.1170 -1.8055 0.069 -0.086 0.181
H 2.8725 1.1339 -0.7407 -0.110 0.232 0.070
H 2.7846 -0.5737 -0.4105 0.090 -0.133 0.155
H 0.1580 2.6421 -1.5601 -0.160 -0.094 -0.176
H 2.2238 3.1885 -1.1836 -0.182 -0.017 -0.175
H 3.5070 4.9991 0.7559 0.192 0.320 -0.040
H 5.3404 3.1399 1.0696 0.181 0.017 0.029
H 3.9807 2.0279 0.9358 0.016 -0.204 -0.056
H 3.9901 3.2743 2.1803 -0.129 -0.145 0.199
H 1.9814 1.9980 -2.8348 0.086 0.140 -0.092
C -3.6559 2.5532 1.1615 -0.321 0.139 0.019
C -3.6632 1.1593 1.7443 0.479 0.123 -0.241
O -4.7172 1.0142 2.7278 -0.037 -0.086 0.073
C -5.9294 0.7965 2.2581 0.281 0.006 -0.055
O -6.2586 0.6905 1.1137 -0.143 -0.032 -0.067
C -6.9129 0.6409 3.4325 -0.115 0.054 0.039
F -6.7339 1.5970 4.3491 -0.026 -0.011 0.020
F -6.7282 -0.5469 4.0268 0.011 -0.027 0.024
F -8.1691 0.7008 3.0034 -0.023 -0.011 0.002
H -3.5732 3.2949 1.9564 0.123 -0.023 0.012
H -2.8117 2.6696 0.4860 0.063 -0.042 0.038
H -4.5753 2.7589 0.6119 0.015 -0.075 -0.042
H -2.7335 0.9695 2.2721 -0.087 0.007 0.147
H -3.7725 0.3981 0.9729 -0.199 -0.006 0.021
C 1.5488 -0.5718 4.2354 0.194 0.046 -0.233
C 2.1866 -0.2912 5.5760 -0.488 -0.090 0.014
O 3.6272 -0.2771 5.4673 0.136 0.041 0.095
C 4.1628 0.8286 4.9812 -0.230 -0.179 0.061
O 3.5910 1.8166 4.6284 0.048 0.152 -0.065
C 5.6952 0.6867 4.9492 0.093 -0.004 -0.055
F 6.0624 -0.4947 4.4430 0.031 0.013 -0.002
F 6.1888 0.7847 6.1890 0.022 -0.008 0.023
F 6.2343 1.6475 4.2047 0.022 0.027 -0.015
H 1.9342 -1.5010 3.8135 -0.054 -0.055 0.083
H 0.4676 -0.6523 4.3351 -0.012 0.014 0.031
H 1.7644 0.2284 3.5282 -0.103 0.052 0.026
H 1.9598 -1.0792 6.2902 0.185 -0.044 0.006
H 1.8409 0.6520 5.9961 0.128 0.091 -0.067
C -4.2617 -3.8660 -2.9528 0.130 -0.049 -0.223
C -3.6393 -4.9276 -2.0731 -0.319 0.278 0.245
O -2.9131 -5.8999 -2.8554 0.044 -0.112 -0.018
C -1.7012 -5.5463 -3.2417 -0.234 0.045 0.151
O -1.1441 -4.5148 -3.0092 0.190 0.103 -0.046
C -1.0528 -6.6978 -4.0311 0.045 -0.021 -0.103
F -1.8993 -7.2033 -4.9320 0.026 -0.021 -0.013
F -0.6959 -7.6773 -3.1917 0.003 -0.034 0.013
F 0.0335 -6.2702 -4.6653 0.030 -0.004 -0.010
H -4.8950 -4.3249 -3.7124 -0.067 -0.009 0.063
H -4.8680 -3.1905 -2.3511 -0.010 -0.014 0.033
H -3.4981 -3.2807 -3.4637 0.024 0.032 0.074
H -4.4071 -5.4972 -1.5552 0.047 -0.136 -0.077
H -2.9778 -4.4950 -1.3240 0.123 -0.010 -0.090

***

[2]
21
Properties=species:S:1:pos:R:3:forces:R:3 method="wB97M-V/def2-TZVPD" gap_ev=4.5 energy_ha=-1717.8708 total_charge=-3 mol_weight_da=480.1 homo_ev=1.8638 de_lowest_kcal_mol=379.7
Cs 0.3945 -0.0979 0.9654 -0.585 -1.226 13.399
B 1.3875 0.8952 -1.9259 0.510 0.550 -0.903
F 0.7835 0.0844 -2.8396 -0.282 -1.188 -1.050
F 2.7949 0.9545 -2.1616 0.288 0.139 -0.102
F 0.8278 2.1473 -2.0778 1.181 0.188 -0.950
F 1.2416 0.3066 -0.6331 7.517 4.153 -14.760
B -0.7045 2.6987 1.0525 -1.916 -1.616 -2.297
F -2.0473 3.0840 1.2280 -0.632 0.803 -0.717
F 0.1233 3.5700 1.5409 2.992 4.323 1.851
F -0.5817 1.6013 1.8781 -2.762 3.300 3.237
F -0.2781 2.4890 -0.3182 -2.032 0.339 2.747
B -1.9929 -0.8504 -0.0460 -1.735 2.136 -0.281
F -0.9632 -1.2928 -0.7475 -5.431 3.210 -5.120
F -3.1063 -1.6025 -0.2179 -2.027 -2.090 0.011
F -1.7403 -0.6494 1.3284 -4.334 -2.227 1.400
F -2.3112 0.4263 -0.4887 -0.565 1.579 -0.696
B 1.2225 -2.7514 0.7552 -0.416 -0.005 -1.140
F 2.0690 -3.0349 -0.2148 5.676 -2.094 -2.410
F 0.2533 -2.2858 -0.0674 2.581 -5.458 3.448
F 0.8459 -3.8901 1.3853 -0.657 -1.816 2.007
F 1.7817 -1.8020 1.6049 2.630 -3.000 2.328

***

[3]
25
Properties=species:S:1:pos:R:3:forces:R:3 method="wB97M-V/def2-TZVPD" gap_ev=5.1 energy_ha=-16375.0404 total_charge=-2 mol_weight_da=845.6 homo_ev=-1.4472 de_lowest_kcal_mol=1.7
Ga -0.1017 0.3549 1.7297 -0.044 0.045 -0.455
Se -4.7209 -0.5843 3.3145 0.705 -0.048 -0.136
Sb -3.2254 -0.2614 1.3673 -1.699 -0.247 1.754
Se -1.2424 -1.7315 1.2133 0.771 -0.116 -0.026
Se -2.0096 1.8783 1.6750 0.936 0.300 -0.272
Se -4.7196 -0.2808 -0.4336 -0.504 0.011 -1.590
O 5.9576 -0.4801 4.4929 -1.068 0.234 -1.156
C 4.8961 -0.2316 3.9324 0.281 0.059 1.672
S 4.5830 -0.0935 2.2006 0.722 -0.158 0.500
C 2.8963 0.2776 2.3055 -1.026 0.118 0.189
C 2.3184 0.3403 3.5308 0.020 -0.041 0.009
S 0.5970 0.6058 3.8779 0.998 -0.042 0.092
S 3.3959 0.0944 4.9266 0.483 -0.187 -1.400
S 2.0879 0.4768 0.7379 -0.679 0.035 0.690
Br -1.7634 -0.4543 -6.1017 0.550 -0.303 1.091
C -1.2745 -0.3182 -4.1737 1.359 -1.370 -2.469
C -0.1024 -0.8058 -3.6454 0.429 1.650 2.055
C 0.2950 -0.3583 -2.3472 -2.055 -0.311 -1.395
N -0.5026 0.4633 -1.6669 1.057 -0.724 0.467
C -1.6780 0.7406 -2.1813 -0.968 1.014 1.852
C -2.1183 0.3674 -3.4290 -2.045 1.530 0.669
H 0.6558 -1.2344 -4.1810 1.375 -1.546 -1.613
H 1.1657 -0.7425 -1.8417 0.383 0.146 -0.130
H -2.3249 1.2809 -1.4685 0.099 -0.064 -0.768
H -3.0652 0.6966 -3.8343 -0.081 0.015 0.368

***

[4]
14
Properties=species:S:1:pos:R:3:forces:R:3 method="wB97M-V/def2-TZVPD" gap_ev=10.3 energy_ha=-270.5241 total_charge=0 mol_weight_da=84.1 homo_ev=-9.3780 de_lowest_kcal_mol=21.2 smiles="C=CCC(C)=O"
C 1.7875 -0.0554 0.9999 0.021 0.025 0.074
C 0.7092 -0.7186 0.1707 -0.029 -0.273 0.094
C 0.1193 0.0647 -0.9986 0.016 -0.055 -0.083
C -1.1252 0.7458 -0.4676 -0.201 -0.066 0.124
C -2.2340 0.0622 -0.2034 0.094 0.099 -0.034
O 0.2885 -1.8197 0.4493 0.239 0.347 -0.152
H 1.6270 -0.2866 2.0556 0.038 0.011 -0.145
H 2.7547 -0.4814 0.7089 -0.110 0.067 0.004
H 1.8299 1.0272 0.8510 -0.039 -0.156 0.012
H -0.1436 -0.6512 -1.7828 0.017 0.082 0.132
H 0.8344 0.7886 -1.4032 -0.109 -0.113 0.113
H -1.0564 1.8042 -0.2209 -0.030 -0.143 -0.059
H -2.2911 -1.0029 -0.4195 -0.007 0.160 0.050
H -3.1003 0.5230 0.2607 0.101 0.014 -0.131

***

[5]
52
Properties=species:S:1:pos:R:3:forces:R:3 method="wB97M-V/def2-TZVPD" gap_ev="5.8 / 5.4" energy_ha=-1891.3638 spin_multiplicity=3 total_charge=0 mol_weight_da=437.9 homo_ev="-6.7001 / -7.1969" s_squared=2.442
P -2.0635 -0.2730 -0.1171 -0.023 -1.326 -1.095
P 0.5681 -1.7312 1.7746 1.074 0.179 0.970
C -1.5786 -2.1174 -0.0070 -0.032 0.282 0.498
C -0.9506 -2.6236 1.2871 0.820 -0.976 1.440
H -0.9657 -2.4053 -0.8763 -0.183 0.322 0.242
H -2.5375 -2.6503 -0.0743 0.087 0.183 -0.314
H -1.5952 -2.5561 2.1783 -0.235 -0.130 -0.512
H -0.6055 -3.6670 1.2001 -0.754 -0.008 -0.174
C 1.7810 -2.7196 0.7794 0.214 0.070 -0.061
H 2.7085 -2.1423 0.6093 -0.335 -0.282 0.087
H 1.3647 -3.0057 -0.2021 0.140 0.189 0.329
H 2.0369 -3.6356 1.3276 -0.029 0.077 -0.161
C 1.2840 -2.0031 3.4161 -0.539 -1.381 0.548
H 1.6745 -3.0307 3.4427 0.057 0.221 0.734
H 0.4929 -1.8397 4.1729 0.615 -0.097 -0.104
H 2.1069 -1.2727 3.5460 -0.579 -0.389 -0.132
C -3.0464 -0.5409 -1.6468 -0.655 0.341 0.273
H -3.4966 0.4207 -1.9173 -0.038 -0.249 -0.214
H -3.8422 -1.2789 -1.4368 0.247 0.341 -0.204
H -2.4233 -0.9125 -2.4784 -0.162 0.254 0.503
C -3.2173 -0.2802 1.2728 -0.199 0.181 -0.028
H -2.6370 -0.5904 2.1431 -0.310 0.018 0.108
H -4.0235 -0.9740 1.0396 -0.330 0.113 0.397
H -3.5934 0.7645 1.3866 -0.434 -0.466 0.314
Pd -2.0333 2.1031 1.1796 0.644 -0.213 -0.485
C 2.7574 1.5141 -0.1579 2.127 0.843 1.233
C 3.4463 0.8378 -1.0727 0.646 -0.648 -0.493
C 2.9582 -0.2191 -2.0546 0.271 -0.536 -0.267
C 1.7671 0.2462 -2.9711 1.010 -0.780 -0.077
C 0.4525 -0.2381 -2.4806 -0.640 1.448 1.380
C 0.0004 0.3419 -1.2639 -0.805 1.652 0.960
C 0.6559 0.1327 0.0535 0.894 1.588 -0.246
C 1.5537 1.2015 0.6366 -0.095 0.997 -0.511
C -2.7246 3.8638 0.2360 -1.587 1.610 -1.311
H 3.3304 2.3701 0.2886 -0.421 -0.889 -0.263
H 4.5462 0.9900 -1.0963 -0.900 0.559 -0.462
H 2.7019 -1.1670 -1.5385 -0.088 0.416 -0.279
H 3.7887 -0.5232 -2.7253 -0.326 0.404 0.432
H 1.7356 1.3475 -2.9532 0.093 -0.272 -0.065
H 1.9171 -0.0523 -4.0274 0.023 -0.025 0.596
H -0.3123 -0.5744 -3.1190 -0.697 -0.072 -1.346
H -0.6720 1.2575 -1.2138 0.608 -1.269 -0.798
H 1.2807 -0.7633 -0.0462 -0.715 0.389 0.083
H -0.0944 0.0844 0.9069 1.153 -0.177 -1.920
H 1.0063 2.1333 0.7754 -0.159 -0.238 0.018
H 1.8927 0.9457 1.6717 -0.187 -0.243 -0.693
H -2.2379 4.8628 0.3628 -0.619 -1.165 0.257
H -3.7930 3.9431 0.4679 -0.048 -0.193 -0.096
H -2.5297 3.5468 -0.8012 -0.372 0.160 0.288
S 1.4330 5.0560 -0.6563 0.175 0.369 -0.254
C 0.2720 4.2492 0.0998 -2.022 -2.158 1.608
N -0.5403 3.5749 0.6790 3.619 0.978 -0.731